{"formula": "F6H16O8P", "method": "wB97M-V/def2-TZVPD", "species": ["P", "F", "F", "F", "F", "F", "F", "O", "H", "H", "O", "H", "H", "O", "H", "H", "O", "H", "H", "O", "H", "H", "O", "H", "H", "O", "H", "H", "O", "H", "H"], "xyz": [[0.369050, -0.177019, 0.372061], [-0.070786, -0.437884, -1.198651], [-0.221482, -1.616020, 0.862389], [1.782917, -0.824991, -0.109229], [0.863137, 0.021777, 1.904816], [1.055195, 1.277107, -0.124300], [-1.020560, 0.500508, 0.702302], [3.749487, 1.688181, 0.458504], [2.949722, 1.252831, 0.163403], [3.857335, 1.402726, 1.365764], [1.333488, 2.462764, 2.878222], [1.341631, 1.628557, 2.408892], [0.690791, 2.338908, 3.576670], [0.999084, -3.956545, -0.339944], [1.488627, -3.544807, -1.052015], [0.492795, -3.242517, 0.047454], [-0.908200, 2.600937, -1.488129], [-0.512400, 3.414819, -1.176390], [-0.587941, 1.931417, -0.883635], [-2.545297, -2.076278, -1.639654], [-1.876008, -1.432776, -1.406867], [-2.052271, -2.823248, -1.979065], [2.564423, 0.416680, -2.589601], [2.280667, -0.350247, -3.087139], [2.023120, 0.404389, -1.800245], [-3.017169, -1.498188, 1.708707], [-3.024485, -2.425564, 1.471748], [-2.273197, -1.133820, 1.229148], [-3.580800, 1.563875, 0.017856], [-3.412234, 1.039265, -0.764831], [-2.738641, 1.595164, 0.471760]], "atomic_forces_ev_per_a": [[3.639, -1.708, -0.782], [-1.166, 0.356, 0.840], [-0.150, 0.383, -0.828], [-0.438, -0.296, 1.313], [0.013, 0.200, -1.106], [-1.589, -0.496, 0.857], [-1.008, 0.921, -0.141], [0.271, 0.164, -0.072], [0.047, -0.043, -0.078], [0.077, -0.013, 0.252], [0.079, 0.585, 0.023], [0.071, -0.069, 0.013], [-0.090, -0.032, 0.217], [-0.135, -0.404, -0.111], [0.211, 0.107, -0.115], [-0.014, 0.190, 0.180], [-1.148, -0.098, -0.512], [0.290, 0.656, 0.192], [0.610, -0.489, 0.315], [-0.494, 0.143, 0.241], [0.440, 0.113, -0.092], [0.155, -0.253, -0.106], [0.179, 0.313, -0.298], [-0.049, -0.199, -0.133], [-0.017, -0.047, 0.114], [-0.495, 0.561, 0.294], [-0.092, -0.505, -0.236], [0.519, 0.053, -0.130], [-0.446, 0.482, 0.066], [-0.010, -0.547, -0.774], [0.742, -0.029, 0.598]], "e_above_lowest_kj_mol": 34.3, "lumo_ev": [-0.48, -8.41], "multiplicity": 2, "gap_ha": [0.37727, 0.08551], "homo_energy_ev": [-10.7, -10.7], "fmax_ev_per_a": 4.095}



{"formula": "F6H26O13P", "method": "wB97M-V/def2-TZVPD", "species": ["P", "F", "F", "F", "F", "F", "F", "O", "H", "H", "O", "H", "H", "O", "H", "H", "O", "H", "H", "O", "H", "H", "O", "H", "H", "O", "H", "H", "O", "H", "H", "O", "H", "H", "O", "H", "H", "O", "H", "H", "O", "H", "H", "O", "H", "H"], "xyz": [[6.948090, -18.337940, 9.220320], [6.396820, -18.709200, 7.750890], [6.295950, -16.870810, 8.961060], [5.506290, -18.916860, 9.882990], [7.319670, -17.959710, 10.750630], [7.569710, -19.808330, 9.599860], [8.343210, -17.678160, 8.549470], [8.420000, -19.447060, 11.302480], [7.634690, -19.453410, 10.755230], [8.766990, -18.559360, 11.214020], [9.263500, -17.667250, 11.005000], [9.207670, -17.041870, 10.282510], [8.552780, -17.416360, 11.595050], [8.654750, -19.230330, 7.605390], [7.869710, -19.019710, 7.099830], [8.337400, -19.357880, 8.499400], [8.653370, -16.597250, 6.753530], [7.739110, -16.782480, 6.968110], [8.849470, -17.177280, 6.017780], [9.556250, -16.218420, 9.147270], [8.752890, -15.745260, 9.364010], [9.284790, -16.867530, 8.498280], [7.251290, -21.901220, 8.862930], [6.531220, -22.508760, 9.032080], [6.832140, -21.042660, 8.804280], [3.558010, -18.603470, 9.919560], [3.338570, -18.920830, 9.043560], [4.313000, -18.030630, 9.785140], [7.125820, -20.681290, 6.446010], [7.131790, -19.986990, 5.787110], [6.593040, -20.330350, 7.159610], [6.723140, -16.589260, 6.925110], [6.222670, -17.227450, 7.433510], [6.359050, -16.647490, 6.041770], [5.216840, -20.067580, 8.234310], [5.901770, -19.399120, 8.250840], [4.478760, -19.666300, 8.693070], [7.964410, -16.921890, 12.381580], [7.194890, -16.702630, 11.856230], [7.628770, -17.493970, 13.071720], [6.247530, -20.709490, 10.797460], [6.033610, -19.953850, 11.344710], [7.101140, -20.498080, 10.419460], [6.649390, -15.899090, 10.652720], [7.366120, -15.274640, 10.540530], [6.412220, -16.154880, 9.761340]], "atomic_forces_ev_per_a": [[1.884, 3.038, 7.246], [7.130, 10.160, -4.599], [-2.860, -5.068, -4.746], [6.322, 4.663, -0.048], [-7.998, 1.384, -7.289], [1.334, 4.110, -13.208], [-9.212, -1.083, 5.936], [-0.210, -9.978, 6.312], [3.577, 0.054, 6.943], [1.252, -2.942, -0.255], [11.401, 5.908, -3.639], [1.314, 0.067, -0.183], [1.804, 0.855, 0.820], [2.866, -5.100, -3.934], [2.055, -0.640, -0.403], [2.959, -1.834, -2.294], [9.235, 1.450, -3.601], [3.365, -0.631, 0.035], [0.720, -0.064, -0.118], [3.088, 4.546, 0.939], [0.146, 0.499, -0.593], [2.176, 2.035, -0.825], [0.612, -1.411, -0.723], [-0.175, 0.044, 0.107], [-0.698, -1.657, -0.274], [-4.330, 0.957, 0.201], [-0.970, 0.357, -0.051], [-1.057, 0.424, 0.252], [-0.582, -1.023, -1.506], [-0.038, -0.078, -0.500], [-0.383, -1.604, -0.951], [-12.497, 1.758, -1.669], [-0.863, 1.360, -1.407], [0.225, 0.335, -0.578], [-6.331, -7.263, -1.285], [-6.017, -6.822, 1.939], [0.396, -1.569, -0.135], [-3.680, 3.836, 8.446], [-0.960, 1.209, 0.021], [0.184, -0.359, 0.441], [-3.086, -3.518, 3.758], [-0.039, -0.703, 0.638], [-2.283, -4.347, 3.469], [0.195, 5.284, 3.989], [0.007, 0.623, 0.613], [0.021, 2.738, 2.709]], "e_above_lowest_kj_mol": 3913.7, "lumo_ev": 1.93, "multiplicity": 1, "gap_ha": 0.24290, "homo_energy_ev": -4.7, "fmax_ev_per_a": 13.897, "total_charge": -1}